(1)
Computed, not measured: a single C7H12 molecule, with ωB97M-V/def2-TZVPD.

LUMO ... 0.99 eV
E ... -273.86641 Eh
Gap between HOMO and LUMO ... 9.52 eV
2S+1 ... 1

Each atom is followed by the atoms it is bonded to, with distances in Å.
Element x y z (Å)
1 C 1.819 -1.488 0.044  C2 1.535, H8 1.092, H9 1.087, H10 1.084
2 C 1.180 -0.466 -0.906  C1 1.535, C3 1.488, H11 1.093, H12 1.098
3 C 0.330 0.568 -0.256  C2 1.488, C4 1.345, C6 1.479
4 C 0.663 1.867 -0.362  C3 1.345, H13 1.080, H14 1.080
5 C -1.668 0.996 1.160  C6 1.335, H15 1.085, H16 1.084
6 C -0.979 0.207 0.331  C3 1.479, C5 1.335, C7 1.524
7 C -1.581 -1.160 0.028  C6 1.524, H17 1.092, H18 1.084, H19 1.089
8 H 2.453 -0.941 0.744  C1 1.092
9 H 1.072 -1.967 0.671  C1 1.087
10 H 2.394 -2.217 -0.515  C1 1.084
11 H 0.692 -0.943 -1.759  C2 1.093
12 H 2.020 0.058 -1.380  C2 1.098
13 H 1.551 2.171 -0.895  C4 1.080
14 H 0.053 2.620 0.116  C4 1.080
15 H -1.241 1.843 1.686  C5 1.085
16 H -2.643 0.746 1.563  C5 1.084
17 H -1.139 -1.861 0.739  C7 1.092
18 H -1.451 -1.545 -0.977  C7 1.084
19 H -2.629 -1.127 0.322  C7 1.089

Want to see where the charge sits? The Löwdin charges in e are: -0.08, -0.24, -0.29, 0.07, 0.03, -0.31, -0.06, 0.08, 0.06, 0.07, 0.11, 0.10, 0.06, 0.06, 0.06, 0.06, 0.07, 0.07, 0.07

---

(2)
Computed, not measured: 2 unconnected molecules or ions with the total composition C9H12N2O2, with ωB97M-V/def2-TZVPD.

LUMO ... 0.60 eV
E ... -609.88457 Eh
Gap between HOMO and LUMO ... 9.36 eV
2S+1 ... 1

Each atom is followed by the atoms it is bonded to, with distances in Å.
Element x y z (Å)
1 C -1.655 -0.293 1.715  C7 1.567, N10 1.411, H14 1.173, H16 1.163
2 C -0.443 2.902 -1.346  C4 1.197, H15 1.055
3 C 2.891 -0.755 0.392  C5 1.496, C6 1.471, O13 1.611, H17 1.041
4 C -0.130 3.002 -0.195  C2 1.197, H18 1.052
5 C 1.839 0.305 0.300  C3 1.496, C8 1.312, H19 1.051
6 C 4.096 -0.651 -0.446  C3 1.471, O12 1.202, O13 1.275
7 C -2.332 0.008 0.334  C1 1.567, N11 1.443, H20 1.002, H21 1.161
8 C 0.668 0.032 0.826  C5 1.312, N10 1.211
9 C -1.482 -1.656 -1.140  N11 1.446, H22 1.112, H23 1.056, H24 1.137
10 N -0.265 -0.090 1.589  C1 1.411, C8 1.211
11 N -1.508 -0.246 -0.823  C7 1.443, C9 1.446, H25 0.999
12 O 5.087 0.013 -0.591  C6 1.202
13 O 3.337 -1.550 -0.937  C3 1.611, C6 1.275
14 H -1.708 -1.403 2.089  C1 1.173
15 H -0.380 2.700 -2.379  C2 1.055
16 H -2.148 0.353 2.548  C1 1.163
17 H 3.022 -1.577 1.017  C3 1.041
18 H -0.200 3.169 0.842  C4 1.052
19 H 2.026 1.288 -0.018  C5 1.051
20 H -3.241 -0.416 0.317  C7 1.002
21 H -2.580 1.122 0.542  C7 1.161
22 H -1.620 -2.428 -0.353  C9 1.112
23 H -2.203 -1.937 -1.859  C9 1.056
24 H -0.505 -1.974 -1.626  C9 1.137
25 H -0.565 0.082 -0.799  N11 0.999

Want to see where the charge sits? The Löwdin charges in e are: -0.19, 0.02, -0.03, -0.01, -0.04, -0.56, -0.22, -0.12, -0.14, 0.11, -0.09, 0.12, 0.12, 0.14, 0.03, 0.14, 0.12, 0.03, 0.09, 0.07, 0.13, 0.08, 0.05, 0.10, 0.04

---

(3)
Computed, not measured: a single C5H11N3 molecule, with ωB97M-V/def2-TZVPD.

LUMO ... 1.00 eV
E ... -361.36932 Eh
Gap between HOMO and LUMO ... 8.20 eV
2S+1 ... 1

Each atom is followed by the atoms it is bonded to, with distances in Å.
Element x y z (Å)
1 C 0.418 -1.547 -1.168  C4 1.515, H14 1.094, H15 1.092, H16 1.094
2 C 1.198 1.087 2.191  C7 1.495, H17 1.095, H18 1.094, H19 1.094
3 C -0.633 0.427 0.550  N5 1.373, C7 1.352, N8 1.361
4 C -0.446 -0.367 -1.561  C1 1.515, N6 1.371, N8 1.312
5 N -1.398 -0.228 1.483  C3 1.373, H9 1.016, H10 1.013
6 N -0.740 -0.243 -2.894  C4 1.371, H11 1.013, H12 1.011
7 C 0.538 1.034 0.851  C2 1.495, C3 1.352, H13 1.088
8 N -1.046 0.467 -0.745  C3 1.361, C4 1.312
9 H -2.345 -0.315 1.125  N5 1.016
10 H -1.379 0.231 2.386  N5 1.013
11 H -1.179 0.642 -3.122  N6 1.013
12 H -0.069 -0.604 -3.558  N6 1.011
13 H 1.011 1.638 0.080  C7 1.088
14 H 1.441 -1.201 -0.997  C1 1.094
15 H 0.044 -2.038 -0.267  C1 1.092
16 H 0.435 -2.297 -1.965  C1 1.094
17 H 2.273 0.916 2.079  C2 1.095
18 H 1.056 2.071 2.650  C2 1.094
19 H 0.822 0.328 2.883  C2 1.094

Want to see where the charge sits? The Löwdin charges in e are: -0.01, -0.12, -0.52, -0.42, 0.12, 0.11, -0.15, 0.10, 0.09, 0.09, 0.10, 0.09, 0.10, 0.08, 0.08, 0.07, 0.06, 0.07, 0.06